214
Properties=species:S:1:pos:R:3:forces:R:3:lowdin_charge:R:1 method="wB97M-V/def2-TZVPD" e_tot_ha=-5707.0853 charge=0 lumo_ev=0.43 e_homo_ev=-7.81
Cu -1.15026 2.98793 2.01443 1.1167 -0.1285 -0.4734 0.0729
I 0.33310 0.64186 1.30134 0.1037 0.0726 0.2985 0.4942
C -1.56800 0.52226 -5.77530 0.2720 1.0530 -0.4568 -0.0396
C -1.04316 1.59983 -4.80634 -0.5676 0.5215 -0.8062 -0.3728
C 0.31637 2.14629 -5.18946 0.8931 -1.0073 0.4641 -0.1946
O 0.95267 2.56513 -3.98831 -0.1036 0.6285 0.4256 -0.2167
C 1.06092 3.98628 -3.81987 0.4474 -1.2125 0.3425 -0.0745
N -1.90916 2.85825 -4.62039 -0.8130 -1.0947 -0.7657 0.0508
H -0.87960 -0.30893 -5.85417 0.5202 0.0866 -0.3534 0.0522
H -1.96492 0.84135 -6.76541 0.6915 0.0762 0.5698 0.0969
H -2.37068 0.08956 -5.27950 -1.9215 -0.8379 0.8223 0.0320
H -0.92054 1.09454 -3.84874 -0.1965 0.1484 0.1650 0.1294
H 0.13615 2.96392 -5.85392 0.2454 0.7494 -0.6309 0.1104
H 1.02910 1.42268 -5.68475 -1.0231 0.4579 0.4392 0.1473
H 1.21052 4.26906 -2.79155 0.6057 -0.5807 0.3181 0.0410
H 0.16450 4.49334 -4.01618 -1.3193 0.5617 -1.0884 0.0526
H 1.87206 4.28100 -4.42809 0.8606 0.9280 -0.6444 0.0881
H -2.08650 3.22359 -5.58320 0.2448 -0.3025 0.9932 0.0940
H -2.87048 2.65772 -4.24029 1.3721 -0.1053 -0.2923 0.0583
C 5.18582 -0.63977 4.07371 1.2728 -0.6817 -0.5472 -0.0476
C 4.86495 -1.54235 2.81638 -1.6168 2.3092 1.0556 -0.3614
C 4.22777 -2.80004 3.34886 1.2367 -0.1083 0.4986 -0.2380
O 4.01181 -3.75301 2.35748 0.5040 0.4317 -1.2086 -0.1925
C 3.49966 -4.96382 2.82111 -0.7490 0.6662 0.9351 -0.1025
N 4.01313 -0.76076 1.83297 1.2311 -1.1056 -0.4924 0.0683
H 4.31580 -0.14173 4.43158 -0.8453 0.2330 0.4560 0.0327
H 5.94904 0.16838 3.88950 -0.7051 -0.9567 -0.1637 0.0903
H 5.60133 -1.33162 4.85295 -0.3774 0.8403 -0.4230 0.0845
H 5.83580 -1.72167 2.45246 0.9014 -0.5090 -1.3123 0.1012
H 3.32350 -2.50385 3.84997 -0.9308 -0.0508 0.2900 0.1079
H 4.90558 -3.20528 4.12804 -0.2037 -0.0291 -0.2171 0.1336
H 4.23924 -5.69380 3.10661 0.6157 -0.1985 0.0711 0.0865
H 2.88053 -5.37506 2.03836 -0.2566 -0.3709 -0.0751 0.0823
H 2.91558 -4.69251 3.71484 -0.3258 -0.7367 -0.1683 0.1001
H 3.84700 -1.29688 0.96569 0.5083 0.0984 0.4473 0.0575
H 3.07293 -0.55354 2.14083 -0.0600 0.1377 0.7022 -0.0099
C 2.53861 3.23522 3.98527 0.1862 -1.1149 0.2426 -0.0724
C 2.20268 4.35035 2.99271 -0.1510 -0.7978 0.4110 -0.4052
C 2.71053 3.92214 1.61558 -1.2091 -0.1679 -0.0118 -0.2046
O 2.25071 4.91381 0.72308 -0.3459 0.4831 0.3282 -0.1956
C 1.89389 4.54267 -0.58484 1.4504 0.3824 0.3787 -0.1094
N 0.72057 4.45436 2.88929 -0.3110 0.9220 -1.1661 0.0400
H 2.26752 3.49589 5.03039 0.1523 -0.1420 -0.5833 0.0749
H 3.62640 2.96093 3.95825 -0.8279 0.4422 0.0721 0.0883
H 1.99074 2.27474 3.70682 0.4725 1.2427 0.2830 0.0620
H 2.61439 5.32072 3.31796 0.1346 -0.3201 -0.1828 0.1415
H 2.20412 2.92979 1.45786 0.5740 0.7337 -0.3239 0.0592
H 3.79094 3.83744 1.51475 0.2005 -0.1854 0.3766 0.1304
H 1.59834 3.50802 -0.62424 0.0556 -0.3470 -0.1909 0.0635
H 2.76199 4.76828 -1.23128 -0.3362 -0.4293 -0.1386 0.1021
H 1.08228 5.18017 -0.88489 -0.4774 0.2614 -0.1776 0.0740
H 0.28806 4.62738 3.79300 0.2753 0.1983 -0.0871 0.0563
H 0.52088 5.26570 2.24669 0.1233 -1.1353 0.9869 0.1079
C -3.19682 5.09609 3.12464 1.5515 -0.0968 -1.3854 -0.0607
C -3.73056 3.69544 3.23379 -0.6177 -0.6815 0.9583 -0.3656
C -4.78889 3.51943 2.13330 0.4914 -1.5269 -0.9667 -0.1651
O -5.53437 2.27995 2.10535 1.5956 0.6036 -0.2050 -0.2230
C -6.53689 2.21312 3.06313 -0.7164 -1.2309 0.0781 -0.1197
N -2.68425 2.59727 3.12425 -2.6145 0.0471 -1.3963 0.0377
H -3.78905 5.81002 3.65341 -0.7258 0.4958 0.0340 0.0755
H -3.04944 5.35929 2.04135 -0.1780 0.0702 0.9410 0.0974
H -2.21174 5.15157 3.58758 0.1682 -0.0567 0.0245 0.0652
H -4.14399 3.64577 4.26227 -0.2379 -0.3848 -0.5480 0.1420
H -4.24478 3.55756 1.16163 -0.1419 -0.3181 0.5083 0.1208
H -5.50859 4.30060 2.04302 -0.4792 1.1007 0.5762 0.1158
H -6.19172 2.44114 4.05211 0.2531 0.3810 0.6456 0.0769
H -6.88661 1.16040 3.12318 0.1853 0.5660 -0.2232 0.0957
H -7.38149 2.83520 2.78136 -0.2686 0.3163 0.0576 0.0873
H -3.25229 1.78337 2.74224 1.0218 1.0562 0.5965 0.0838
H -2.44174 2.27524 4.03918 0.2393 -0.2212 0.6575 0.0249
C -4.00326 -0.60496 3.30130 0.2314 0.5290 -0.0650 -0.6524
O -4.16388 0.28784 4.10650 0.2210 0.7906 0.8657 0.0167
N -2.85445 -0.70232 2.52206 -1.8816 -0.1966 0.5406 0.1859
N -5.01645 -1.48477 3.08959 0.0603 -2.2646 -2.2938 0.1559
H -2.03366 -0.21658 2.80737 0.3913 0.4587 0.4380 -0.0002
H -2.66570 -1.57238 2.09885 0.2904 -0.9308 -0.5272 0.0599
H -5.90876 -1.47568 3.56525 0.6161 0.5437 0.1140 0.1064
H -4.97409 -2.12038 2.26414 -0.0323 0.8491 1.2348 0.1176
C -1.09523 3.74168 -1.02068 1.3215 -1.0061 -1.3337 -0.6648
O -1.31533 3.93078 0.17064 -0.1684 0.3741 0.6849 -0.0235
N -1.45871 4.67709 -1.95829 -0.3444 0.2980 0.3920 0.1659
N -0.40652 2.66973 -1.51030 -1.1913 0.9331 2.0946 0.1945
H -1.89747 5.50714 -1.56855 0.0149 -0.3997 -0.3762 0.1262
H -1.66902 4.35602 -2.89929 0.1149 0.1605 -0.0506 0.0707
H -0.27962 2.48523 -2.46551 0.2778 -0.0224 -1.3450 0.0429
H -0.14116 1.96476 -0.83686 -0.0470 -0.1323 0.0741 -0.0533
C -0.11021 -3.66477 1.01944 0.8633 0.6018 -1.0484 -0.6756
O -0.57346 -4.75303 1.30968 0.4558 0.0626 0.3097 0.0256
N -0.83608 -2.67685 0.43413 -1.8631 -0.3089 -0.3345 0.1209
N 1.22637 -3.29873 1.04443 -0.3107 -0.5864 0.4053 0.1756
H -1.80732 -2.90077 0.20922 0.7021 0.2719 0.2554 0.1040
H -0.53948 -1.72325 0.48779 0.0304 0.4840 -0.0995 -0.0855
H 1.84398 -3.90346 1.52418 0.4476 -0.3234 0.3567 0.0310
H 1.59690 -2.38035 0.84537 -0.5410 -0.0499 -0.0097 0.0510
C 6.63199 -2.53911 -0.24974 -0.7346 -0.4390 -0.3465 -0.0357
C 6.24301 -1.92851 -1.57893 -0.8331 -1.0464 -0.6566 -0.5487
C 5.54354 -3.02476 -2.38414 0.2011 -0.8957 1.2217 -0.1584
C 4.86913 -2.48289 -3.61289 -0.0979 -0.9264 -0.9369 -0.1736
C 3.84014 -1.42134 -3.22858 0.3218 0.1239 1.0872 -0.1260
C 4.43170 -0.25505 -2.42755 1.3501 -1.2470 1.4171 -0.5174
N 5.21242 -0.91222 -1.30270 0.3906 0.5509 -0.0539 -0.0585
O 5.86556 0.11769 -0.53082 -0.5157 -0.0149 0.0589 -0.0684
C 5.20309 0.73721 -3.28498 -1.0927 0.4348 0.2976 -0.0123
C 3.35126 0.47238 -1.70364 -1.7043 0.1674 1.2448 -0.0611
C 7.52000 -1.51421 -2.28284 -0.3806 3.4661 -0.3728 -0.0305
H 5.77165 -3.00423 0.23410 -0.1220 -0.1326 -0.1334 0.0750
H 6.88012 -1.70612 0.36578 1.1568 0.1890 0.7531 0.0650
H 7.37515 -3.31669 -0.46388 0.1663 0.4111 0.6372 0.0965
H 6.24770 -3.89218 -2.51144 -0.3315 0.9555 -0.5447 0.1406
H 4.80218 -3.48969 -1.70397 -0.1150 0.4069 -0.3313 0.1230
H 4.31407 -3.34623 -4.03072 0.3311 0.5541 -0.2430 0.0847
H 5.64794 -2.15534 -4.35212 -0.8824 -0.0526 0.4607 0.1227
H 3.09688 -1.87338 -2.52866 0.3342 0.0504 -0.7306 0.1289
H 3.33263 -0.96504 -4.06127 -0.3454 -0.1414 -0.5777 0.1040
H 4.37815 1.19269 -3.85070 0.5741 -0.0465 -0.6402 0.0838
H 5.60477 1.57324 -2.71176 0.2438 -0.3056 0.2296 0.0871
H 5.96272 0.27691 -3.88941 0.2328 -0.0525 -0.4411 0.0672
H 2.59176 -0.16417 -1.20615 0.7160 -0.4013 -0.0841 0.0604
H 3.73957 1.08742 -0.86587 -0.2493 0.1663 -0.9403 0.0927
H 2.69030 0.98218 -2.39485 0.2249 0.8918 -0.2091 0.0732
H 8.29410 -2.14931 -1.99919 1.3743 -1.2198 0.3229 0.0490
H 7.81871 -0.47769 -1.90826 -0.3024 -1.2158 -0.4464 0.1118
H 7.50691 -1.43926 -3.38520 -0.3101 -0.1764 0.4671 0.0782
H 5.32852 0.14186 0.28663 0.1904 -0.0282 -0.1602 0.0624
C -6.13727 2.42493 -3.32048 0.8691 0.3133 -0.1398 -0.0145
C -5.87061 2.69319 -1.81827 0.9693 -0.8197 0.8574 -0.4846
C -6.94836 2.03912 -0.91684 -0.1761 1.1345 -0.0233 -0.1447
C -6.89704 0.52750 -0.76529 -0.7366 -0.3822 -0.8560 -0.1608
C -5.47846 0.12500 -0.35108 -0.2881 0.2447 -1.0307 -0.1180
C -4.39781 0.78233 -1.24952 0.8924 -2.4102 1.2129 -0.5149
N -4.58352 2.18315 -1.22890 -0.1813 1.7679 -2.1115 -0.0272
O -3.49390 2.64379 -2.10759 -0.7231 1.2031 0.5025 -0.1051
C -3.03605 0.63322 -0.54693 0.6278 -0.1499 -0.4318 -0.0605
C -4.18643 0.10148 -2.60608 -0.1027 -0.5846 -1.3178 -0.0285
C -5.87048 4.17649 -1.47286 -0.1381 1.1017 -1.8878 -0.0346
H -6.24449 1.38580 -3.58504 -0.6272 -0.4868 0.4476 0.0561
H -5.31013 2.67229 -4.00916 -0.1243 0.6273 0.5788 0.0754
H -7.02065 2.98813 -3.62386 -0.0092 -0.1031 -0.0509 0.0858
H -6.74637 2.52645 0.04154 -0.2940 -0.4038 0.2080 0.0966
H -7.90108 2.45299 -1.27942 -0.0496 -0.4504 0.1472 0.1248
H -7.18411 0.04342 -1.76437 0.4228 0.4946 1.2823 0.1256
H -7.65286 0.16328 -0.00832 0.7390 0.4494 -0.7621 0.1236
H -5.41605 -0.94589 -0.49607 0.3654 -0.4060 0.3195 0.1141
H -5.28262 0.41683 0.67829 -0.0282 -0.1096 0.0609 0.0938
H -2.26924 1.07337 -1.19486 -0.1791 -0.2621 0.2595 0.0610
H -3.04464 1.19858 0.36342 0.0215 0.3051 0.6466 0.0529
H -2.69162 -0.37266 -0.31157 -0.4572 -0.2437 -0.0703 0.0630
H -5.00057 -0.36695 -3.17462 -0.5749 0.4998 0.5145 0.0794
H -3.69708 0.77008 -3.33437 -0.0331 -0.2688 0.4854 0.0628
H -3.54223 -0.76641 -2.46634 0.3583 0.1301 0.1547 0.0844
H -6.84127 4.52386 -1.84159 0.0077 0.4181 0.1673 0.0829
H -5.10095 4.79250 -2.04579 -0.7759 -0.9382 0.7111 0.1047
H -5.81589 4.41231 -0.41386 0.1817 -0.3055 0.0493 0.0659
H -3.11586 3.43038 -1.66450 -0.6262 -0.6435 -0.1894 0.0624
C 2.57356 -4.20476 -6.41111 1.5717 0.7359 0.2998 -0.0416
C 1.11975 -4.14976 -6.04184 -0.4128 1.2105 0.7995 -0.4941
C 0.05789 -4.52167 -7.08308 -0.1042 0.1491 -2.1973 -0.1400
C -0.20493 -6.00065 -7.32624 1.5720 -0.3753 0.5408 -0.2105
C -0.44418 -6.64124 -5.96068 0.6527 -0.4295 0.3797 -0.1110
C 0.74889 -6.38212 -4.91678 -1.5270 -1.3138 -1.0743 -0.5245
N 0.82722 -4.93605 -4.81929 0.3742 0.2316 1.4567 -0.0599
O 1.89498 -4.68691 -3.84070 -0.9149 0.5952 0.0314 -0.0628
C 0.38081 -7.05386 -3.59850 -1.8377 0.6307 -0.5384 -0.0407
C 2.05659 -7.03050 -5.32981 0.8367 1.1199 -2.3173 -0.0343
C 0.84548 -2.66399 -5.62822 -0.4255 -0.1882 0.3115 -0.0378
H 2.83076 -3.44207 -7.13603 -0.2053 0.4124 -0.2486 0.0875
H 2.93126 -5.10742 -6.84952 0.0845 -0.8246 -0.2026 0.0571
H 3.22117 -3.96718 -5.50726 -1.0036 -0.4593 -1.1616 0.0818
H -0.93385 -4.15146 -6.82644 0.1486 0.5807 0.5279 0.1133
H 0.27262 -4.05791 -8.10120 0.0991 -0.2046 1.3360 0.1432
H 0.60782 -6.44318 -7.92936 -0.0111 -0.0958 0.5660 0.1100
H -1.06037 -6.14588 -7.94461 -0.8961 0.1355 -0.4377 0.0953
H -0.66876 -7.74241 -6.05504 0.2177 1.0754 0.3028 0.1321
H -1.31612 -6.08873 -5.55394 0.2452 -0.6484 0.0810 0.1208
H -0.63245 -6.79316 -3.21054 0.8853 0.3903 -0.0310 0.1015
H 0.30623 -8.11330 -3.75395 0.2210 -0.6269 -0.2440 0.0722
H 1.18320 -6.85988 -2.94423 0.5827 0.1950 1.3125 0.0644
H 2.12547 -6.87423 -6.42727 0.0266 -0.6830 0.3597 0.0667
H 2.93711 -6.43888 -5.02015 -0.4683 -0.6738 0.6187 0.0889
H 2.13864 -8.09196 -5.12945 0.0143 -0.0176 0.2407 0.0856
H -0.08837 -2.71861 -5.06116 0.1165 0.3339 0.1745 0.0843
H 0.67874 -1.94527 -6.43702 0.1322 -0.4955 -0.3754 0.0747
H 1.64459 -2.22239 -5.01714 -0.2127 -0.4254 0.0311 0.0625
H 1.43548 -4.24306 -3.09993 0.1961 -0.3340 -0.5930 0.1186
C -2.48594 1.46747 7.12827 -0.1217 -0.9535 -0.3333 -0.0287
C -1.00819 1.84447 6.89336 -1.1339 1.3224 -0.9395 -0.5000
C -0.12731 1.93492 8.09211 -3.0052 1.4124 2.7002 -0.1574
C 0.13413 0.61040 8.73502 0.1222 -1.4159 0.0296 -0.1622
C 0.83826 -0.32269 7.72623 2.0189 2.7807 -0.1247 -0.1404
C 0.19305 -0.29721 6.37976 -1.8558 -2.8108 -1.1301 -0.5039
N -0.22803 1.01259 5.97909 -0.0746 1.4636 -0.7170 -0.0660
O -0.95306 0.99448 4.74724 -1.0077 -0.9469 0.9706 -0.0871
C 1.13913 -0.83157 5.26152 0.4537 -1.2771 0.6818 -0.0270
C -1.04231 -1.30056 6.51200 1.1500 0.8798 -0.9814 0.0055
C -1.15810 3.23867 6.18437 0.8848 0.8271 2.0072 -0.0182
H -3.09468 2.22913 7.62322 0.3675 0.5946 -0.5315 0.0903
H -2.62459 0.66057 7.82884 0.0984 -0.6907 0.0091 0.0528
H -2.89821 1.18408 6.12595 -0.0633 0.1827 1.0061 0.0853
H 0.69344 2.46237 7.73868 2.1376 0.7112 -0.1836 0.0971
H -0.66726 2.63572 8.85342 0.9285 -1.0633 -1.1347 0.1593
H -0.80336 0.15459 9.13202 0.4095 0.2940 -0.5429 0.1220
H 0.76550 0.66939 9.61076 0.2636 0.3445 0.2540 0.1048
H 0.96384 -1.30893 8.09239 -0.0244 -0.9971 0.2319 0.1035
H 1.88683 0.08393 7.53170 -0.9620 -0.3184 0.6659 0.1416
H 0.72557 -0.88619 4.26772 -0.7536 0.3587 -0.2904 0.0324
H 2.05291 -0.22555 5.14334 -0.1901 -0.2312 0.4480 0.0714
H 1.38868 -1.92523 5.43512 0.0579 1.2622 0.2663 0.1042
H -1.84863 -0.90709 7.09863 -0.2513 0.2155 0.1169 0.0494
H -1.36199 -1.48318 5.49928 -0.5501 -0.3267 -0.2425 0.0706
H -0.71097 -2.20511 6.97868 0.2387 -0.6913 0.0737 0.0721
H -0.35078 3.38228 5.49506 0.4362 0.1160 -0.5253 0.0520
H -1.15401 4.12991 6.89608 0.1581 -1.2847 -0.4506 0.1149
H -2.10195 3.31892 5.70739 -0.7473 -0.0492 -0.7268 0.0363
H -0.35762 1.16578 4.03106 1.1571 0.2772 -0.6662 -0.0269